{"formula": "C46H46Cl2F2N6O3TeV", "method": "ωB97M-V/def2-TZVPD", "molar_mass_g_mol": 1018.359, "spin_multiplicity": 2, "homo_lumo_gap_ev": [4.419, 4.182], "largest_force_ev_per_a": 1.34, "total_charge": -2, "elements": ["V", "C", "C", "O", "C", "C", "C", "N", "N", "C", "O", "C", "C", "C", "C", "C", "C", "H", "H", "H", "H", "H", "H", "H", "H", "H", "H", "H", "H", "F", "C", "C", "C", "C", "C", "F", "C", "C", "C", "C", "C", "C", "N", "H", "H", "H", "H", "H", "H", "C", "C", "C", "C", "C", "O", "C", "C", "C", "C", "C", "C", "Cl", "C", "C", "C", "N", "C", "N", "C", "N", "H", "H", "H", "H", "H", "H", "H", "H", "H", "H", "H", "H", "H", "H", "H", "H", "H", "H", "H", "H", "H", "H", "Te", "Cl", "C", "C", "C", "C", "C", "C", "C", "H", "H", "H", "H", "H", "H"], "positions_angstrom": [[0.07234, -0.36449, -0.02323], [3.17346, 0.51550, 0.42086], [1.87196, 0.02401, 1.01641], [0.96331, 0.91138, 1.33920], [0.92478, -1.93511, 2.48478], [-0.48481, -1.45659, 2.69098], [-1.18508, -1.59037, 4.00712], [-1.04043, -0.94218, 1.66555], [-2.33174, -0.42972, 1.79374], [-2.48211, 0.50804, 0.89286], [-1.61375, 0.88492, 0.03902], [-3.81509, 1.20095, 0.84375], [-4.86785, 0.82450, 1.67450], [-6.08965, 1.47787, 1.59841], [-6.26807, 2.52058, 0.69684], [-5.22121, 2.89860, -0.13308], [-4.00146, 2.24060, -0.06455], [3.25411, 0.33234, -0.65494], [4.02635, 0.02578, 0.89951], [3.23463, 1.59330, 0.57842], [0.82708, -3.01374, 2.27546], [-0.59796, -2.18993, 4.70046], [-2.17055, -2.03576, 3.86115], [-1.35602, -0.60022, 4.43700], [-4.70489, 0.01401, 2.37325], [-6.90335, 1.17647, 2.24878], [-7.22349, 3.03038, 0.63754], [-5.35352, 3.70288, -0.84722], [-3.17852, 2.50786, -0.71782], [3.80328, -2.38493, 4.74789], [2.99467, -2.44142, 3.62859], [1.81257, -1.82428, 3.69039], [1.57090, -1.35742, 1.21521], [2.45428, -2.29541, 0.47342], [3.32127, -3.10398, 1.21963], [4.08236, -4.01167, 0.51232], [3.58464, -3.19594, 2.56972], [2.41176, -2.19548, -0.94156], [3.29884, -2.81000, -1.87554], [3.13875, -2.62022, -3.22176], [2.10149, -1.81363, -3.70603], [1.28669, -1.22203, -2.76752], [1.42746, -1.37383, -1.44508], [1.58968, -1.16731, 4.52274], [4.35117, -3.90457, 2.85694], [4.10234, -3.42505, -1.50840], [3.82748, -3.10164, -3.90877], [1.93765, -1.63086, -4.75908], [0.47717, -0.57124, -3.09260], [-5.64211, -0.18784, -2.01368], [-5.82869, -1.69994, -1.86436], [-7.32742, -1.97152, -1.64869], [-5.12430, -2.14081, -0.57477], [-5.34458, -2.41840, -3.16895], [-6.03808, -1.82352, -4.29430], [-5.66910, -3.93138, -3.31612], [-4.86210, -5.04722, -2.63408], [-5.31288, -5.51064, -1.27129], [-4.39316, -5.63809, -0.23392], [-4.77917, -6.08432, 1.02160], [-6.10507, -6.41416, 1.23995], [-6.60656, -6.97653, 2.81260], [-7.04335, -6.30764, 0.22811], [-6.63706, -5.86068, -1.02034], [-3.88749, -2.10298, -3.58457], [-2.84629, -2.13696, -2.58243], [-2.19570, -1.09374, -2.04934], [-1.30374, -1.54118, -1.18437], [-1.43976, -2.88543, -1.24313], [-2.37108, -3.29590, -2.06831], [-6.04726, 0.31283, -1.13298], [-6.14691, 0.19754, -2.89922], [-4.59209, 0.09964, -2.07306], [-7.67135, -1.35437, -0.81627], [-7.52612, -3.01265, -1.38556], [-7.94639, -1.70007, -2.51036], [-5.62690, -1.66245, 0.26939], [-4.08229, -1.83478, -0.51629], [-5.18158, -3.21410, -0.41953], [-6.96955, -2.05102, -4.21438], [-5.56402, -4.09001, -4.39193], [-6.73568, -4.06625, -3.11204], [-3.81000, -4.77557, -2.58430], [-4.92019, -5.91646, -3.29862], [-3.36458, -5.34561, -0.40919], [-4.06195, -6.16100, 1.82772], [-8.07440, -6.57287, 0.41983], [-7.37245, -5.78181, -1.81359], [-3.86944, -1.09574, -3.99815], [-3.60064, -2.78787, -4.38384], [-2.34256, -0.05631, -2.33330], [-0.82699, -3.55390, -0.65775], [-0.94411, 2.17585, -3.77174], [5.87650, 4.50796, -2.78841], [4.26459, 3.84495, -2.56986], [3.90677, 2.69513, -3.25289], [2.63088, 2.18355, -3.08445], [1.71178, 2.79709, -2.23088], [0.36650, 2.20760, -2.01567], [2.10946, 3.94722, -1.55274], [3.38044, 4.48154, -1.71976], [4.62005, 2.20703, -3.90387], [2.33150, 1.29120, -3.62117], [0.50209, 1.16662, -1.69118], [-0.15922, 2.71377, -1.21129], [1.41505, 4.42088, -0.86943], [3.68424, 5.37398, -1.18859]], "atomic_forces_ev_per_a": [[0.97, 0.59, 0.71], [0.05, -0.02, -0.06], [-0.26, -0.24, -0.10], [-0.20, 0.00, -0.13], [-0.09, -0.12, 0.05], [0.07, 0.04, -0.06], [-0.05, 0.01, 0.01], [-0.02, -0.02, -0.02], [0.02, -0.08, 0.08], [-0.23, 0.11, -0.27], [-0.03, -0.09, -0.02], [0.04, 0.02, 0.06], [0.00, -0.01, 0.01], [0.03, -0.03, 0.04], [-0.04, 0.02, -0.03], [-0.01, 0.02, -0.03], [0.09, -0.06, 0.03], [-0.02, 0.01, 0.01], [-0.02, 0.00, 0.00], [-0.02, -0.01, 0.01], [0.04, 0.01, 0.00], [0.00, 0.00, 0.00], [0.01, 0.01, -0.01], [0.02, -0.01, 0.01], [0.00, 0.00, 0.00], [0.00, 0.00, -0.01], [0.02, 0.00, 0.00], [0.00, -0.01, 0.01], [-0.01, 0.00, -0.01], [0.03, 0.00, 0.01], [-0.05, 0.05, 0.09], [0.03, 0.02, 0.00], [-0.02, 0.01, -0.22], [0.09, -0.03, 0.10], [-0.01, -0.04, -0.01], [-0.01, -0.02, -0.04], [0.02, -0.01, -0.03], [0.00, -0.03, -0.09], [-0.03, 0.02, 0.04], [0.04, -0.03, -0.01], [-0.06, 0.04, 0.02], [0.06, -0.03, -0.04], [-0.20, 0.09, 0.20], [-0.02, -0.01, -0.03], [0.00, 0.00, -0.02], [0.00, 0.00, -0.02], [-0.01, 0.01, -0.01], [0.02, -0.01, 0.01], [0.00, 0.01, 0.00], [0.03, 0.08, -0.01], [-0.03, -0.05, -0.02], [-0.03, 0.02, -0.02], [0.01, -0.02, 0.00], [0.01, -0.04, -0.02], [0.01, 0.01, 0.07], [-0.01, 0.02, 0.01], [0.00, -0.05, -0.04], [-0.03, 0.00, 0.02], [-0.01, 0.03, -0.01], [0.02, 0.00, 0.01], [0.02, 0.01, -0.04], [-0.01, -0.01, 0.04], [0.02, 0.00, -0.01], [-0.02, 0.02, -0.01], [0.09, 0.04, -0.02], [-0.11, 0.05, 0.01], [-0.05, -0.12, -0.04], [-0.25, -0.09, -0.24], [0.16, -0.05, 0.27], [0.11, 0.13, -0.06], [0.00, 0.01, 0.02], [-0.01, 0.00, 0.00], [-0.03, -0.01, -0.01], [0.01, -0.01, 0.00], [0.02, -0.01, -0.01], [0.03, -0.01, 0.00], [0.00, 0.01, -0.02], [0.01, 0.00, 0.00], [0.00, -0.06, 0.00], [0.00, 0.00, 0.00], [0.02, 0.00, -0.01], [-0.01, 0.01, 0.03], [-0.06, -0.01, -0.01], [-0.03, 0.00, 0.01], [-0.01, -0.01, 0.02], [0.00, 0.00, -0.02], [0.00, 0.00, -0.01], [0.00, 0.00, 0.01], [-0.05, 0.00, 0.00], [-0.03, 0.00, -0.03], [0.03, -0.03, 0.00], [-0.01, 0.01, -0.03], [0.05, -0.02, 0.06], [0.02, 0.01, 0.00], [0.01, 0.06, 0.03], [-0.05, -0.05, -0.01], [0.07, 0.07, 0.03], [0.12, 0.04, -0.04], [-0.30, -0.19, 0.13], [0.02, -0.04, -0.06], [0.00, -0.01, -0.03], [0.00, 0.00, 0.00], [0.01, 0.01, 0.00], [0.00, 0.06, -0.18], [0.00, -0.02, 0.01], [0.00, 0.00, 0.00], [0.01, 0.00, 0.00]]}

{"formula": "C46H46HgN7O4P3", "method": "ωB97M-V/def2-TZVPD", "molar_mass_g_mol": 1054.431, "spin_multiplicity": 2, "homo_lumo_gap_ev": [5.966, 8.335], "largest_force_ev_per_a": 1.05, "total_charge": 1, "elements": ["Hg", "C", "N", "C", "C", "N", "C", "P", "C", "N", "C", "C", "N", "C", "C", "N", "C", "C", "N", "C", "H", "H", "H", "H", "H", "H", "H", "H", "H", "H", "H", "H", "H", "H", "H", "O", "C", "O", "C", "C", "C", "C", "C", "N", "C", "O", "O", "H", "H", "H", "H", "H", "C", "C", "P", "C", "C", "C", "C", "C", "C", "C", "C", "C", "C", "C", "C", "C", "P", "C", "C", "C", "C", "C", "C", "C", "C", "C", "C", "C", "C", "H", "H", "H", "H", "H", "H", "H", "H", "H", "H", "H", "H", "H", "H", "H", "H", "H", "H", "H", "H", "H", "H", "H", "H", "H", "H"], "positions_angstrom": [[0.57715, -0.05178, -1.11485], [0.02179, 5.56160, -1.27557], [-0.26786, 4.20181, -0.86331], [-0.99248, 3.83820, 0.23563], [-1.02770, 2.47420, 0.23852], [-0.33686, 2.00803, -0.83431], [0.11538, 3.06358, -1.49060], [1.02647, 3.05482, -3.08004], [0.05589, 1.73307, -3.87993], [-0.27703, 0.56626, -3.35221], [-0.97107, -0.10570, -4.30851], [-1.06950, 0.66728, -5.43218], [-0.41431, 1.83103, -5.15326], [-0.25170, 2.96033, -6.04862], [2.47754, 2.01968, -2.69277], [2.49103, 0.69889, -2.64681], [3.79430, 0.33628, -2.49688], [4.57840, 1.45641, -2.44414], [3.73526, 2.52175, -2.58385], [4.10032, 3.91967, -2.49894], [-0.41666, 6.24882, -0.55739], [1.09700, 5.72973, -1.31412], [-0.40372, 5.76139, -2.25803], [-1.40604, 4.56525, 0.91156], [-1.50932, 1.79214, 0.91746], [-1.35004, -1.09663, -4.12975], [-1.53763, 0.48740, -6.38367], [-0.43878, 2.63706, -7.06907], [-0.95146, 3.75830, -5.79835], [0.76208, 3.34762, -5.97486], [4.08607, -0.69999, -2.45856], [5.64226, 1.58016, -2.33861], [5.16571, 4.02298, -2.68834], [3.54779, 4.49540, -3.24071], [3.87464, 4.30472, -1.50262], [2.00363, -4.06372, -1.10709], [1.81213, -2.73037, -1.01863], [0.87197, -2.20988, -1.66667], [2.70193, -2.02232, -0.16009], [3.79956, -2.66214, 0.44824], [4.67377, -1.93512, 1.19937], [4.46812, -0.54253, 1.31390], [3.37197, 0.04316, 0.72254], [2.44659, -0.67034, 0.03575], [3.19943, 1.52425, 0.71227], [4.07496, 2.28219, 1.38672], [2.35148, 2.08335, 0.06718], [1.33932, -4.42086, -1.71296], [3.93287, -3.72237, 0.28921], [5.52798, -2.39969, 1.66986], [5.20156, 0.03957, 1.85512], [4.58222, 1.77238, 2.02806], [-3.04399, -0.73115, 2.08236], [-2.12338, -0.33699, 3.26150], [-0.28350, -0.38573, 2.98367], [0.04283, -1.97986, 3.85275], [-0.23206, -2.15749, 5.20999], [0.04766, -3.36466, 5.82835], [0.59727, -4.41344, 5.10235], [0.83385, -4.26139, 3.74651], [0.55130, -3.05150, 3.12773], [0.24882, 0.79531, 4.29157], [-0.32807, 2.06126, 4.39072], [0.14061, 2.99126, 5.30558], [1.20510, 2.68043, 6.13659], [1.79540, 1.42977, 6.04182], [1.32801, 0.49844, 5.12699], [-2.53185, -1.84577, 1.13018], [-1.91828, -1.24449, -0.54201], [-3.43684, -0.39224, -1.11169], [-4.70601, -0.92759, -0.88903], [-5.83122, -0.27446, -1.36136], [-5.70678, 0.90883, -2.07830], [-4.44891, 1.43883, -2.31581], [-3.32001, 0.79707, -1.82524], [-2.06635, -2.83251, -1.43540], [-2.66177, -2.90889, -2.69138], [-2.70388, -4.11625, -3.37474], [-2.15024, -5.25657, -2.81487], [-1.55949, -5.18862, -1.56035], [-1.51680, -3.98530, -0.87549], [-3.29820, 0.14032, 1.47263], [-3.97128, -1.07387, 2.54412], [-2.31066, -1.02526, 4.08657], [-2.38743, 0.66416, 3.60335], [-0.65636, -1.34781, 5.79104], [-0.15911, -3.48481, 6.88389], [0.83294, -5.34751, 5.59445], [1.24478, -5.07923, 3.16867], [0.73563, -2.93187, 2.06913], [-1.15188, 2.34007, 3.74915], [-0.33679, 3.96020, 5.37535], [1.57283, 3.40388, 6.85145], [2.62203, 1.17393, 6.69489], [1.80044, -0.47232, 5.06513], [-3.33517, -2.54215, 0.88572], [-1.74673, -2.41527, 1.62882], [-4.82080, -1.85529, -0.34311], [-6.81112, -0.69198, -1.17066], [-6.58899, 1.41716, -2.44349], [-4.34696, 2.35604, -2.88183], [-2.33956, 1.22277, -1.98816], [-3.11173, -2.02772, -3.13109], [-3.17341, -4.16595, -4.34849], [-2.18555, -6.19884, -3.34484], [-1.13456, -6.07814, -1.11188], [-1.05023, -3.94219, 0.10108]], "atomic_forces_ev_per_a": [[-0.30, 0.48, 0.45], [0.07, 0.20, -0.14], [-0.02, -0.23, -0.01], [-0.08, -0.06, 0.17], [-0.01, -0.02, 0.11], [0.03, 0.58, 0.03], [0.08, -0.01, -0.19], [-0.08, -0.38, 0.19], [-0.08, 0.11, 0.00], [-0.07, 0.17, -0.39], [-0.05, -0.02, -0.06], [-0.04, -0.12, 0.01], [0.10, -0.07, 0.15], [-0.06, 0.19, -0.07], [0.07, -0.02, -0.25], [0.18, 0.28, -0.28], [0.09, 0.15, 0.00], [0.06, -0.15, 0.02], [-0.11, -0.07, -0.07], [0.00, 0.15, 0.14], [0.00, -0.04, 0.02], [-0.02, -0.01, 0.04], [0.00, 0.00, 0.03], [-0.02, 0.02, -0.01], [-0.01, 0.05, 0.15], [0.02, -0.03, -0.07], [0.01, 0.02, -0.03], [0.03, -0.03, 0.02], [0.00, -0.03, -0.01], [-0.02, -0.02, -0.07], [0.05, 0.01, 0.09], [0.01, 0.03, 0.00], [-0.02, 0.00, -0.02], [0.04, -0.02, -0.01], [0.05, 0.00, -0.02], [0.16, -0.08, 0.06], [-0.09, 0.08, 0.02], [0.36, -0.71, -0.12], [-0.44, 0.12, -0.08], [0.23, 0.02, 0.20], [-0.06, -0.36, -0.09], [-0.18, 0.45, 0.02], [0.03, -0.62, 0.04], [0.44, -0.31, 0.12], [-0.10, 0.24, -0.09], [0.05, 0.11, 0.29], [-0.16, -0.03, -0.04], [-0.07, 0.13, -0.03], [0.02, 0.00, 0.02], [0.00, -0.02, 0.01], [0.02, 0.02, -0.06], [0.04, -0.10, -0.06], [0.34, -0.07, -0.19], [-0.17, -0.10, -0.26], [-0.11, -0.15, 0.17], [0.04, 0.05, -0.17], [-0.01, -0.14, -0.04], [-0.04, 0.08, 0.07], [0.00, -0.05, -0.04], [0.00, -0.10, 0.00], [0.06, 0.13, 0.04], [0.12, 0.05, -0.07], [0.09, -0.07, 0.00], [-0.04, 0.07, 0.04], [-0.01, -0.01, -0.01], [0.10, -0.04, 0.07], [-0.01, 0.10, -0.12], [0.12, 0.42, 0.17], [-0.73, -0.33, 0.68], [0.15, 0.05, -0.11], [-0.01, 0.09, -0.03], [-0.07, -0.08, 0.05], [0.07, 0.04, -0.01], [-0.10, 0.06, -0.02], [0.03, -0.04, 0.08], [0.11, 0.03, -0.14], [0.03, -0.06, 0.11], [0.01, -0.02, -0.08], [0.00, -0.01, -0.01], [0.04, -0.02, 0.07], [-0.03, 0.04, -0.04], [-0.04, 0.09, 0.17], [-0.12, 0.07, -0.21], [-0.07, 0.14, 0.07], [-0.08, -0.06, 0.02], [0.03, 0.02, 0.01], [0.01, -0.02, 0.01], [-0.02, -0.02, 0.00], [0.00, -0.01, 0.00], [0.14, 0.03, -0.17], [-0.09, 0.02, -0.08], [0.01, 0.02, -0.02], [-0.02, 0.01, 0.02], [-0.02, 0.00, -0.05], [0.05, -0.01, 0.03], [0.08, -0.05, 0.16], [0.04, -0.10, -0.13], [-0.03, -0.01, -0.05], [-0.01, 0.00, -0.01], [-0.02, -0.01, -0.02], [0.01, 0.02, 0.02], [-0.01, -0.03, -0.07], [-0.04, 0.00, 0.00], [-0.02, 0.00, -0.01], [-0.01, 0.00, -0.02], [-0.02, -0.01, 0.01], [0.05, -0.04, 0.01]]}

For the records above, the corresponding ΔE to the lowest compared entry with this formula, charge and spin values read 0.098; 1.156 eV.